Entry 1:
DFT (ωB97M-V/def2-TZVPD) results for 8 unconnected molecules or ions with the total composition C28H56O12 at a distorted geometry.

Properties
HOMO-LUMO gap: 9.122 eV
ΔE to the lowest compared entry with this formula, charge and spin: 289.91 kcal/mol
SMILES: CCOC(C)=O.CCOC(C)=O.CCOC(C)=O.CCOC(C)=O.CC(C)=O.CC(C)=O.CC(C)=O.CC(C)=O
highest occupied orbital energy: -9.3036 eV

```
! RIJCOSX wB97M-V def2-TZVPD def2/J DEFGRID3
* xyz 0 1
O -4.4171 -3.7165 -1.7867
O 0.8269 -3.8875 2.2513
O 1.0609 3.0815 -6.2237
O 3.9619 1.1855 3.8583
O 4.6679 -0.3575 -5.7547
O -0.7731 0.9485 -1.3447
O -4.0341 3.6545 4.3873
O -0.1561 -6.5105 -1.6397
O 4.3459 1.9235 5.9503
O 2.8469 -1.7635 -5.2977
O 1.2849 1.4525 -0.1077
O -4.5811 1.5075 3.9503
C -3.7531 3.4615 5.6683
C -4.9921 -1.3585 -1.0167
C 1.0739 -0.5055 -1.5077
C 1.0739 -3.3645 4.6193
C 1.2329 -3.0395 3.1553
C -0.6251 -5.4715 -0.7747
C 3.4889 -0.8395 -5.9527
C 0.7589 2.5805 -3.8207
C 3.7759 1.1335 5.1553
C 0.2339 -4.2335 -0.7017
C 0.5109 0.7025 -0.9147
C 4.8419 2.0125 3.0633
C -4.1151 -2.4415 -1.5137
C 4.1659 2.2735 1.7823
C -3.0171 4.6125 6.1913
C 1.8769 -1.7335 2.6703
C 2.6069 -3.3615 -3.5787
C 2.6089 -0.2135 -6.9657
C -1.8721 -5.6135 0.0833
C -0.7161 4.2535 -5.0427
C 2.6649 0.3295 5.6563
C -1.3901 2.0915 -0.9147
C -4.3741 2.6205 3.5423
C 0.4789 3.3505 -5.0917
C -2.6941 2.2155 -1.5197
C -4.6341 2.8885 2.0953
C -2.6371 -1.9465 -1.5847
C 3.5679 -2.2505 -4.1777
H 3.0479 -3.8325 -2.7417
H 1.6209 -2.7345 -3.2107
H -3.2081 2.5785 5.9863
H 2.8309 -0.7055 6.2193
H 2.6129 -0.7125 -7.8607
H 0.6859 -4.1705 4.8683
H -2.4851 -1.0575 -2.2067
H -3.4521 5.5665 6.3463
H -4.7551 -0.9845 0.0103
H -2.5971 4.3535 7.1653
H 3.6329 -1.5785 -3.2277
H -2.5591 -4.8025 -0.2827
H -1.6921 -5.7585 1.2043
H 1.0109 3.1835 -3.1027
H -2.6641 1.6845 -2.5457
H -2.1561 -1.8705 -0.5327
H 5.0459 2.9405 3.5153
H 1.0669 -1.0405 2.6403
H 0.2849 -2.7955 5.0153
H 0.4819 -3.7025 -1.6797
H 2.0239 0.2275 4.8563
H -1.6391 1.9875 0.2543
H -2.3221 -6.5995 -0.0057
H 5.7369 1.5595 3.0573
H 1.6259 2.0495 -3.9207
H -2.2111 -2.6515 -2.1387
H 3.7449 1.2845 1.2223
H 4.4889 -2.8985 -4.4097
H 3.2399 2.9505 1.9473
H -3.5921 1.8195 -0.9637
H -0.2281 -3.4715 0.0943
H 1.1839 -4.4015 -0.3297
H 0.2939 -1.2265 -1.9957
H 2.7159 -1.3155 3.3163
H -2.2581 4.8015 5.6323
H 1.6189 -1.1865 -0.8967
H -1.7091 3.6945 -4.9577
H -0.6311 3.0055 -0.9947
H 1.5929 -0.2325 -6.7577
H -5.0801 -0.5755 -1.8447
H -5.4201 3.6075 2.2283
H 2.4089 -4.2895 -4.2107
H 1.9779 -3.1185 5.2463
H -4.7551 3.5085 6.1333
H -3.0241 3.1455 -1.7687
H -4.7661 2.0105 1.4643
H -0.0031 1.8355 -3.5747
H 2.9359 0.9115 -7.1777
H -0.6091 4.8545 -5.9317
H 2.2619 -1.7855 1.6633
H 1.9149 -0.2115 -2.1727
H 4.8869 2.9815 1.2803
H -0.6821 4.8135 -4.1897
H -3.6761 3.1775 1.8993
H -6.1301 -1.5695 -1.0067
H 2.1579 1.0765 6.5213
*
```

Charge distribution, Löwdin scheme, values in e: -0.021, -0.020, 0.005, -0.006, 0.025, -0.061, 0.007, -0.112, 0.034, 0.007, -0.017, 0.105, -0.313, -0.070, -0.007, 0.002, -0.343, -0.294, -0.507, -0.003, -0.555, -0.073, -0.394, -0.231, -0.375, -0.085, -0.062, -0.012, -0.091, 0.010, -0.038, -0.023, -0.013, -0.315, -0.492, -0.376, -0.091, 0.034, -0.039, -0.221, 0.040, 0.093, 0.136, 0.130, 0.052, -0.011, 0.073, 0.081, 0.097, 0.100, 0.143, 0.078, 0.112, 0.030, 0.116, 0.126, 0.111, 0.076, 0.082, 0.067, 0.018, 0.163, 0.071, 0.090, 0.057, 0.012, 0.123, 0.151, 0.106, 0.087, 0.099, 0.040, 0.109, 0.089, 0.017, 0.067, 0.123, 0.168, 0.056, 0.105, 0.101, 0.101, 0.114, 0.145, 0.039, 0.090, 0.101, 0.147, 0.083, 0.067, 0.100, 0.096, 0.040, 0.048, 0.106, 0.166

---

Entry 2:
DFT (ωB97M-V/def2-TZVPD) results for a molecular structure, C8H20KO9 at a distorted geometry.

Properties
HOMO-LUMO gap: 8.185 eV
ΔE to the lowest compared entry with this formula, charge and spin: 0.00 kcal/mol
highest occupied orbital energy: -5.7666 eV

```
! RIJCOSX wB97M-V def2-TZVPD def2/J DEFGRID3
* xyz -1 1
K -0.2119 0.1889 -1.2228
O 1.8353 2.0302 -0.3289
O 2.3824 -0.9130 -1.9925
O -1.2701 -0.8791 1.1824
O 3.3825 0.4577 0.0459
O -2.0758 -1.7427 -2.3485
O -4.3056 -1.8910 -2.2502
O 3.0437 2.1015 1.5537
O -2.2669 2.0386 -0.1486
O -3.1532 -1.0331 -0.5145
C -1.7085 -1.1257 2.4971
C 2.7404 1.4976 0.3685
C -2.4572 2.5506 1.1646
C -0.5558 -0.8670 3.4652
C 2.9267 -2.2672 -3.8869
C -1.1401 3.1229 1.7078
C 3.4027 -1.6808 -2.5690
C -3.2533 -1.5456 -1.6622
H -3.1890 3.3634 1.0674
H -2.0073 2.7341 -0.7547
H -0.3007 2.4434 1.5853
H 3.7446 1.5236 1.9066
H -2.4118 -2.2775 -3.0941
H 2.7301 -0.3293 -1.2685
H -0.9004 4.0705 1.2165
H -2.0531 -2.1601 2.5767
H 0.2700 -1.5685 3.3254
H -2.0345 -1.0078 0.5638
H 3.7832 -2.6997 -4.4085
H 2.4903 -1.5033 -4.5309
H -0.9231 -0.9365 4.4890
H -1.2549 3.4127 2.7605
H 4.3063 -1.0970 -2.7828
H 2.1738 -3.0434 -3.7404
H -2.4809 -0.4127 2.8112
H -2.8311 1.8009 1.8559
H 3.7202 -2.4773 -1.8860
H -0.1470 0.1214 3.2463
*
```

Charge distribution, Löwdin scheme, values in e: 0.879, -0.094, -0.155, -0.169, -0.055, -0.010, -0.038, 0.060, -0.120, -0.046, -0.333, -0.792, -0.287, -0.089, -0.097, -0.076, -0.345, -0.787, 0.106, 0.081, 0.063, 0.103, 0.106, 0.021, 0.071, 0.112, 0.070, -0.005, 0.065, 0.070, 0.065, 0.071, 0.111, 0.068, 0.101, 0.102, 0.110, 0.066